Record 1
ORCA calculation (ωB97M-V/def2-TZVPD) on an isolated molecule of C27H28I2NO6PS2 at a distorted geometry.

The value obtained for the HOMO energy is -8.3 eV. The SMILES is Cc1c(I)c(CCC(=O)O)c2c(c1S(C)(=O)=O)Sc1c(cc(COc3ccccc3)c(CCCI)c1[PH2]=O)N2. The frontier orbital gap comes out at 7.9472 eV.

CARTESIAN COORDINATES (ANGSTROEM)
C: 3.566 -4.869 2.805
C: 3.009 -3.642 2.010
C: 3.418 -2.309 2.508
I: 4.772 -2.224 4.206
C: 2.956 -1.043 1.882
C: 3.453 0.318 2.428
C: 4.627 0.960 1.543
C: 5.167 2.171 2.400
O: 4.695 3.274 2.238
O: 6.135 1.943 3.350
C: 2.050 -1.179 0.719
C: 1.656 -2.516 0.235
C: 2.120 -3.770 0.823
S: 1.758 -5.460 0.302
C: 0.876 -5.684 -1.257
O: 3.054 -6.157 0.156
O: 1.020 -6.179 1.356
S: 0.527 -2.544 -1.180
C: -0.506 -1.062 -0.865
C: 0.196 0.058 -0.243
C: -0.543 1.295 0.034
C: -1.958 1.430 -0.305
C: -2.651 2.821 -0.012
O: -1.645 3.839 0.104
C: -1.350 4.441 -1.118
C: -1.722 5.846 -1.369
C: -1.389 6.529 -2.629
C: -0.674 5.843 -3.698
C: -0.326 4.437 -3.487
C: -0.653 3.757 -2.221
C: -2.658 0.297 -0.931
C: -4.156 0.455 -1.331
C: -5.119 0.856 -0.149
C: -6.064 -0.356 0.309
I: -5.177 -1.149 2.161
C: -1.924 -0.960 -1.209
P: -2.798 -2.391 -2.014
O: -3.527 -2.034 -3.283
N: 1.605 0.039 0.087
H: 3.081 -5.836 2.538
H: 3.416 -4.740 3.915
H: 4.672 -4.927 2.585
H: 2.608 1.069 2.363
H: 3.765 0.310 3.500
H: 4.176 1.418 0.630
H: 5.456 0.241 1.337
H: 6.347 2.802 3.766
H: 0.813 -6.778 -1.515
H: -0.193 -5.356 -1.100
H: 1.275 -5.130 -2.141
H: 0.019 2.143 0.506
H: -3.362 2.783 0.848
H: -3.269 3.039 -0.936
H: -2.271 6.463 -0.616
H: -1.674 7.595 -2.806
H: -0.364 6.298 -4.667
H: 0.193 3.868 -4.288
H: -0.337 2.691 -2.156
H: -4.184 1.258 -2.129
H: -4.586 -0.458 -1.830
H: -5.838 1.675 -0.453
H: -4.586 1.193 0.780
H: -6.069 -1.188 -0.434
H: -7.093 -0.024 0.579
H: -1.874 -3.457 -2.282
H: -3.699 -2.896 -1.011
H: 1.759 0.864 0.665

Record 2
ORCA calculation (ωB97M-V/def2-TZVPD) on a structure of composition C27H28MgN3O.

As for the total charge: -1. The value obtained for the HOMO energy is -2.4 eV. The frontier orbital gap comes out at 5.0327 eV.

CARTESIAN COORDINATES (ANGSTROEM)
Mg: -0.020 0.170 0.027
C: -3.609 -1.531 0.397
C: -2.229 -1.546 0.978
C: -1.268 -2.523 0.424
C: 0.086 -2.674 1.121
C: 0.299 -1.815 2.302
C: -0.553 -0.827 2.614
C: -1.843 -0.682 1.930
H: -4.196 -2.367 0.792
H: -3.585 -1.626 -0.691
H: -4.124 -0.601 0.636
H: -1.703 -3.420 -0.011
H: 0.507 -3.672 1.175
H: 1.178 -1.981 2.916
H: -0.328 -0.157 3.435
H: -2.518 0.096 2.265
C: 2.177 3.159 4.398
C: 2.613 2.120 3.574
C: 1.899 1.744 2.452
C: 0.685 2.384 2.084
C: 0.257 3.439 2.927
C: 0.994 3.803 4.044
N: 0.027 1.952 0.978
N: -1.116 2.738 0.680
C: -1.804 2.295 -0.329
C: -2.968 3.046 -0.776
C: -3.723 2.607 -1.804
C: -3.386 1.393 -2.487
C: -2.279 0.731 -2.048
N: -1.478 1.125 -1.031
H: 2.737 3.454 5.276
H: 3.531 1.592 3.814
H: 2.267 0.935 1.826
H: -0.657 3.952 2.671
H: 0.625 4.617 4.662
H: -3.194 3.963 -0.247
H: -4.588 3.183 -2.116
H: -3.971 1.011 -3.312
H: -1.981 -0.199 -2.528
C: 3.933 1.666 -1.276
C: 2.448 1.641 -1.549
O: 1.830 0.489 -0.971
H: 4.382 2.559 -1.716
H: 4.431 0.794 -1.711
H: 4.123 1.675 -0.203
H: 2.226 1.670 -2.618
H: 1.945 2.480 -1.071
H: 2.242 -0.337 -1.253
C: 0.011 -1.994 -0.253
C: 0.437 -2.828 -1.417
C: 0.682 -2.200 -2.645
C: 1.066 -2.911 -3.776
C: 1.223 -4.289 -3.717
C: 0.966 -4.939 -2.514
C: 0.574 -4.222 -1.392
H: 0.527 -1.128 -2.712
H: 1.233 -2.383 -4.707
H: 1.526 -4.848 -4.593
H: 1.069 -6.016 -2.448
H: 0.368 -4.765 -0.477

Record 3
ORCA calculation (ωB97M-V/def2-TZVPD) on a structure of composition C27H28MnN2O3P2S2 at a distorted geometry.

Its spin multiplicity is 4. As for the total charge: +2. The value obtained for the HOMO energy (alpha / beta) is -13.7 / -13.7 eV. The frontier orbital gap (alpha / beta) comes out at 6.8776 / 6.2115 eV. For the energy above the lowest of the compared OMol25 structures with the same formula, charge and spin, the calculation gives 25.2 kcal per mole.

CARTESIAN COORDINATES (ANGSTROEM)
C: -1.349 3.639 -3.241
C: -1.163 2.333 -2.791
C: 0.120 1.722 -2.850
C: 1.204 2.487 -3.424
C: 0.976 3.825 -3.850
C: -0.285 4.388 -3.765
C: 2.422 1.851 -3.487
C: 2.606 0.494 -3.306
C: 1.484 -0.228 -2.757
C: 1.588 -1.639 -2.594
C: 2.798 -2.276 -2.868
C: 3.906 -1.562 -3.352
C: 3.809 -0.205 -3.582
H: -2.341 4.095 -3.175
H: 1.830 4.367 -4.278
H: -0.454 5.412 -4.097
H: 3.265 2.425 -3.864
H: 2.882 -3.349 -2.690
H: 4.836 -2.094 -3.559
H: 4.642 0.375 -3.990
N: 0.387 0.471 -2.349
Mn: -0.235 -0.303 0.588
C: -2.338 1.561 -2.276
H: -2.477 0.619 -2.818
H: -3.278 2.111 -2.315
C: 0.380 -2.416 -2.158
H: -0.525 -2.003 -2.614
H: 0.457 -3.472 -2.433
P: -2.055 1.068 -0.524
P: 0.048 -2.330 -0.337
C: 1.457 -3.239 0.393
H: 1.369 -3.217 1.488
H: 1.480 -4.285 0.058
H: 2.402 -2.757 0.116
C: -1.311 -3.553 -0.239
H: -1.051 -4.463 -0.804
H: -1.512 -3.816 0.810
H: -2.225 -3.123 -0.672
C: -1.736 2.600 0.380
H: -2.601 3.270 0.286
H: -1.551 2.383 1.443
H: -0.849 3.106 -0.022
C: -3.652 0.383 -0.056
H: -3.771 0.420 1.037
H: -4.450 0.967 -0.541
H: -3.734 -0.665 -0.378
C: 1.280 0.561 0.269
O: 2.275 1.142 -0.006
H: -0.712 0.450 -1.153
O: 1.134 1.962 3.581
S: 1.239 0.534 3.662
O: 2.499 -0.154 3.515
N: 0.099 -0.158 2.538
C: -0.905 -0.789 3.169
S: -2.016 -1.405 2.071
C: -0.824 -0.790 4.607
C: -1.680 -1.375 5.564
C: -1.387 -1.250 6.925
C: -0.236 -0.550 7.333
C: 0.615 0.030 6.385
C: 0.314 -0.104 5.035
H: -2.561 -1.917 5.218
H: -2.040 -1.695 7.681
H: -0.011 -0.446 8.397
H: 1.512 0.574 6.665

Record 4
ORCA calculation (ωB97M-V/def2-TZVPD) on a structure of composition C27H28MoN2O5Te at a distorted geometry.

Its spin multiplicity is 2. As for the total charge: +1. The value obtained for the HOMO energy (alpha / beta) is -10.9 / -11.1 eV. The frontier orbital gap (alpha / beta) comes out at 6.0454 / 6.2208 eV. For the energy above the lowest of the compared OMol25 structures with the same formula, charge and spin, the calculation gives 73.3 kcal per mole.

CARTESIAN COORDINATES (ANGSTROEM)
Mo: 0.505 1.508 2.830
O: -1.738 1.148 6.070
C: -0.791 1.198 5.329
O: -0.863 1.296 3.981
C: 0.646 1.174 5.702
C: 1.245 1.139 6.955
C: 2.635 1.146 7.037
C: 3.401 1.237 5.866
C: 2.746 1.290 4.655
N: 1.390 1.218 4.566
C: 3.286 1.440 3.275
O: 4.418 1.312 2.905
O: 2.242 1.697 2.456
H: 0.628 1.112 7.840
H: 3.121 1.100 7.999
H: 4.477 1.285 5.910
C: -1.788 4.091 1.163
C: -1.375 2.704 0.727
O: -1.933 2.174 -0.253
N: -0.475 2.083 1.438
Te: -1.176 -0.258 -0.011
C: -1.871 -1.836 -1.372
C: -3.098 -1.754 -2.029
C: -4.055 -0.621 -1.835
C: -3.456 -2.780 -2.899
C: -2.652 -3.889 -3.087
C: -3.044 -4.980 -4.029
C: -1.469 -3.974 -2.360
C: -1.058 -2.964 -1.507
C: 0.229 -3.116 -0.759
C: 0.421 0.335 -1.291
C: 0.117 0.854 -2.554
C: -1.292 0.989 -3.028
C: 1.159 1.256 -3.378
C: 2.488 1.163 -2.991
C: 3.592 1.541 -3.922
C: 2.762 0.679 -1.718
C: 1.753 0.249 -0.867
C: 2.176 -0.355 0.439
H: -2.488 4.496 0.438
H: -0.913 4.734 1.248
H: -2.272 4.014 2.138
H: -3.691 0.058 -1.058
H: -5.027 -1.010 -1.534
H: -4.193 -0.065 -2.762
H: -4.397 -2.709 -3.424
H: -3.978 -4.748 -4.534
H: -3.161 -5.920 -3.493
H: -2.266 -5.120 -4.777
H: -0.858 -4.859 -2.453
H: 0.559 -4.152 -0.775
H: 0.106 -2.805 0.281
H: 1.001 -2.500 -1.219
H: -1.964 0.974 -2.171
H: -1.551 0.180 -3.710
H: -1.434 1.925 -3.559
H: 0.927 1.657 -4.352
H: 3.193 1.904 -4.866
H: 4.216 0.671 -4.124
H: 4.226 2.308 -3.480
H: 3.786 0.618 -1.379
H: 2.418 -1.411 0.307
H: 1.378 -0.274 1.206
H: 3.079 0.142 0.802

Record 5
ORCA calculation (ωB97M-V/def2-TZVPD) on a structure of composition C27H28N5O4PdSe2.

As for the total charge: +1. The value obtained for the HOMO energy is -9.9 eV. The frontier orbital gap comes out at 6.4558 eV. For the energy above the lowest of the compared OMol25 structures with the same formula, charge and spin, the calculation gives 6.7 kcal per mole.

CARTESIAN COORDINATES (ANGSTROEM)
Pd: -1.632 0.535 0.910
C: 2.396 4.305 0.025
O: 2.300 2.883 0.146
C: 1.131 2.274 0.335
O: 1.074 1.076 0.445
N: 0.029 3.102 0.428
N: -1.265 2.555 0.472
H: 3.451 4.518 -0.102
H: 2.039 4.802 0.929
H: 1.859 4.662 -0.857
H: 0.087 4.075 0.182
H: -1.729 2.676 -0.424
H: -1.818 3.037 1.181
Se: -3.125 2.596 3.495
Se: -4.645 1.026 2.726
C: -5.070 1.743 0.986
C: -6.423 1.821 0.678
C: -6.784 2.246 -0.589
C: -5.788 2.604 -1.483
C: -4.473 2.508 -1.067
N: -4.104 2.071 0.142
C: -1.603 1.485 3.864
C: -1.100 1.525 5.155
C: 0.026 0.776 5.461
C: 0.597 -0.009 4.476
C: 0.031 -0.007 3.215
N: -1.038 0.740 2.910
H: -7.168 1.564 1.418
H: -7.827 2.311 -0.867
H: -6.022 2.952 -2.479
H: -3.671 2.785 -1.745
H: -1.600 2.120 5.905
H: 0.435 0.792 6.462
H: 1.464 -0.622 4.671
H: 0.441 -0.602 2.412
C: 5.088 -5.068 -2.398
C: 4.483 -3.792 -1.881
C: 5.301 -2.703 -1.608
C: 4.780 -1.514 -1.117
C: 3.423 -1.405 -0.882
C: 2.593 -2.486 -1.171
N: 1.203 -2.374 -0.906
C: 0.413 -1.358 -1.346
C: 0.814 -0.457 -2.340
C: -0.004 0.582 -2.756
C: -1.266 0.765 -2.216
C: -1.703 -0.137 -1.240
C: -0.880 -1.186 -0.794
C: -1.355 -2.050 0.343
O: -1.127 -3.231 0.441
O: -2.010 -1.350 1.258
C: 3.099 -3.684 -1.677
C: 2.171 -4.831 -1.970
H: 6.173 -4.990 -2.434
H: 4.738 -5.300 -3.406
H: 4.832 -5.918 -1.763
H: 6.367 -2.793 -1.776
H: 5.438 -0.682 -0.899
H: 2.992 -0.500 -0.471
H: 0.737 -3.111 -0.394
H: 1.791 -0.581 -2.787
H: 0.347 1.237 -3.543
H: -1.934 1.522 -2.606
H: -2.760 -0.125 -0.950
H: 1.203 -4.473 -2.319
H: 1.992 -5.438 -1.078
H: 2.581 -5.491 -2.731

Record 6
ORCA calculation (ωB97M-V/def2-TZVPD) on a structure of composition C27H28N7O7Tc at a distorted geometry.

Its spin multiplicity is 4. As for the total charge: +1. The value obtained for the HOMO energy (alpha / beta) is -10.5 / -10.5 eV. The frontier orbital gap (alpha / beta) comes out at 7.1283 / 5.4012 eV. For the energy above the lowest of the compared OMol25 structures with the same formula, charge and spin, the calculation gives 31.3 kcal per mole.

CARTESIAN COORDINATES (ANGSTROEM)
Tc: 0.214 0.587 -0.070
O: -1.114 4.769 -0.652
C: -1.927 4.700 0.403
C: -3.046 5.541 0.441
C: -3.901 5.507 1.518
C: -3.656 4.655 2.595
C: -2.572 3.806 2.567
C: -1.709 3.796 1.468
C: -0.705 2.754 1.341
O: 0.020 2.636 0.272
N: -0.537 1.885 2.312
N: 0.309 0.905 1.974
C: 1.195 0.550 2.868
C: 2.350 -0.231 2.591
C: 3.117 -0.727 3.660
C: 4.286 -1.412 3.445
C: 4.738 -1.601 2.135
C: 4.028 -1.112 1.065
C: 2.808 -0.418 1.239
O: 2.161 0.032 0.213
H: -0.423 4.078 -0.555
H: -3.217 6.199 -0.398
H: -4.776 6.139 1.520
H: -4.323 4.652 3.443
H: -2.378 3.117 3.373
H: 1.076 0.963 3.866
H: 2.765 -0.558 4.666
H: 4.851 -1.810 4.272
H: 5.664 -2.127 1.962
H: 4.391 -1.239 0.058
C: 2.270 1.121 -3.252
C: 0.795 1.186 -3.232
N: 0.053 1.014 -2.151
C: -1.250 1.250 -2.509
C: -1.300 1.524 -3.854
N: 0.003 1.478 -4.279
C: -2.419 1.729 -4.832
O: -3.633 1.743 -4.345
O: -2.146 1.835 -6.000
C: -2.287 1.212 -1.432
O: -3.452 1.471 -1.705
O: -1.814 0.893 -0.295
H: 2.619 0.899 -2.246
H: 2.680 2.077 -3.572
H: 2.625 0.354 -3.936
H: 0.273 1.640 -5.242
H: -3.694 1.679 -3.347
C: 0.579 -4.647 2.067
C: 1.163 -3.290 2.422
N: 0.588 -2.305 1.533
C: 0.217 -2.538 0.261
N: -0.150 -1.491 -0.468
C: -0.789 -1.774 -1.746
C: -1.457 -3.138 -1.768
C: -0.397 -4.171 -1.447
N: 0.239 -3.805 -0.198
C: 0.829 -4.873 0.585
H: -0.495 -4.641 2.254
H: 1.037 -5.435 2.659
H: 2.254 -3.299 2.310
H: 0.934 -3.007 3.449
H: 0.394 -1.383 1.886
H: -0.038 -1.707 -2.543
H: -1.553 -1.022 -1.934
H: -1.897 -3.322 -2.745
H: -2.250 -3.165 -1.018
H: 0.343 -4.238 -2.253
H: -0.851 -5.154 -1.318
H: 1.905 -4.923 0.388
H: 0.382 -5.812 0.261

Record 7
ORCA calculation (ωB97M-V/def2-TZVPD) on a structure of composition C27H29BBrF8NO4PPt at a distorted geometry.

As for the total charge: +3. The value obtained for the HOMO energy is -17.0 eV. The frontier orbital gap comes out at 7.1326 eV. For the energy above the lowest of the compared OMol25 structures with the same formula, charge and spin, the calculation gives 40.3 kcal per mole.

CARTESIAN COORDINATES (ANGSTROEM)
Pt: -0.137 0.186 0.315
C: 0.240 -4.092 -2.185
O: 0.368 -2.760 -1.723
C: 0.576 -1.845 -2.794
C: -0.257 -0.592 -2.679
O: 0.252 0.389 -1.742
C: 1.404 1.132 -2.217
H: -0.563 -4.168 -2.924
H: 0.652 -4.693 -0.204
H: 1.166 -4.445 -2.649
H: 0.287 -2.302 -3.748
H: 1.639 -1.604 -2.888
H: -1.293 -0.772 -2.400
H: -0.246 -0.089 -3.648
H: 1.235 1.359 -3.267
H: 2.317 0.551 -2.093
H: 1.435 2.051 -1.637
F: 1.997 0.212 6.919
C: 2.012 0.126 5.619
C: 3.216 -0.019 4.947
F: 4.338 -0.084 5.624
C: 3.226 -0.110 3.566
F: 4.392 -0.283 2.972
C: 2.048 -0.015 2.820
P: 1.933 0.076 1.050
C: 3.455 -0.195 0.204
C: 4.539 0.687 0.287
C: 5.684 0.398 -0.430
C: 5.767 -0.771 -1.182
C: 4.699 -1.658 -1.240
C: 3.532 -1.368 -0.555
C: -0.081 -5.007 -0.980
C: -1.397 -4.750 -0.378
C: -2.235 -5.762 -0.036
C: -1.838 -7.089 -0.292
C: -0.605 -7.423 -0.877
C: 0.244 -6.420 -1.225
C: 0.842 0.057 3.545
Br: -0.842 0.105 2.671
C: 0.811 0.151 4.910
F: -0.332 0.252 5.563
H: 4.475 1.594 0.868
H: 6.523 1.080 -0.398
H: 6.678 -0.992 -1.721
H: 4.783 -2.568 -1.818
H: 2.687 -2.050 -0.595
H: -1.670 -3.715 -0.215
H: -3.201 -5.573 0.411
H: -2.518 -7.893 -0.026
H: -0.352 -8.461 -1.044
H: 1.205 -6.647 -1.675
F: 1.719 4.304 1.169
B: 1.149 3.177 1.594
F: 2.103 2.037 1.084
F: 1.137 2.998 2.949
F: -0.133 2.950 1.028
O: -3.091 1.143 1.548
C: -2.873 1.362 0.364
O: -1.974 0.806 -0.366
C: -3.705 2.423 -0.365
N: -4.674 2.988 0.652
C: -4.415 4.480 0.772
C: -3.826 4.828 -0.583
C: -2.917 3.636 -0.883
H: -4.291 1.962 -1.158
H: -4.501 2.487 1.536
H: -5.639 2.814 0.379
H: -3.706 4.603 1.588
H: -5.351 4.970 1.025
H: -3.281 5.769 -0.547
H: -4.620 4.930 -1.325
H: -1.977 3.719 -0.339
H: -2.698 3.528 -1.942